(1)
Computed, not measured: a structure of composition C15H51Ca2O22P3S at a distorted geometry, with the ωB97M-V functional and the def2-TZVPD basis.

```
94
Properties=species:S:1:pos:R:3:forces:R:3:mulliken_charge:R:1
Ca 0.545894 -3.163001 2.339857 0.2 2.1 1.6 1.253
Ca -0.246674 -2.074257 -2.762325 -0.7 2.1 -0.9 1.657
S 0.520436 -0.275285 0.211328 0.1 1.3 -0.6 -1.467
O -0.259428 -0.849609 -0.921286 0.2 -1.0 0.1 -0.014
O -0.183329 0.880250 0.720921 -0.2 0.2 0.1 -0.424
O 0.599825 -1.251716 1.324344 0.4 -1.2 -0.5 1.358
O 1.853551 0.136462 -0.278461 -0.3 -1.3 -0.1 -0.230
C 4.274924 2.406140 -0.415979 0.1 0.3 -0.3 -0.754
O 3.430923 2.111177 0.677711 -0.2 -0.4 -0.2 -0.508
H 5.241373 2.703886 -0.013113 0.0 0.0 -0.2 0.352
H 4.399366 1.563047 -1.104626 0.2 -0.3 0.3 0.197
H 3.866466 3.195119 -1.056662 0.1 0.3 0.3 0.244
H 2.812003 1.442844 0.344031 0.0 0.3 0.4 0.244
C 3.121958 -1.135149 -3.545315 0.9 -1.0 0.4 -0.871
O 1.890074 -1.049665 -2.828672 -0.1 -0.1 0.0 0.197
H 3.871810 -1.575580 -2.883371 0.1 0.1 0.1 0.273
H 3.016060 -1.868120 -4.344343 -0.2 0.3 -0.2 0.346
H 3.544453 -0.198195 -3.904532 -0.6 0.2 -0.1 0.284
H 2.022306 -0.516082 -2.022323 -0.1 0.1 0.1 0.035
C -0.519623 4.286071 1.312367 0.2 1.5 0.9 -0.668
O -1.206865 3.320273 0.573560 0.0 -0.3 0.0 -0.566
H -0.352500 4.031037 2.365250 0.1 -0.5 -0.1 0.185
H 0.432777 4.630317 0.897059 0.1 -0.5 -0.2 0.255
H -1.097973 5.208690 1.408887 -0.4 -0.2 -0.4 0.348
H -0.733434 2.481916 0.695762 -0.1 0.4 -0.3 0.491
C 3.857177 -2.773099 0.506419 -0.7 0.4 -0.6 -0.208
O 4.427496 -1.564322 0.058184 0.1 -0.2 0.3 -0.573
H 4.643566 -3.437667 0.851457 -0.1 0.0 0.0 0.411
H 3.107072 -2.601099 1.302091 0.4 0.0 0.3 -0.219
H 3.293839 -3.215540 -0.326392 0.2 -0.5 0.0 0.193
H 3.700666 -0.974611 -0.167315 -0.1 0.3 0.1 0.174
C -2.460352 1.609472 3.206052 0.6 1.4 0.2 -0.770
O -1.920800 0.443686 2.626042 0.1 -0.5 -0.3 -0.303
H -3.003668 1.330235 4.105419 -0.3 0.0 -0.2 0.343
H -1.688288 2.326947 3.511497 0.3 -0.4 0.3 0.193
H -3.008129 2.244222 2.505481 -0.6 -0.6 -0.1 0.261
H -1.331537 0.628710 1.858960 -0.3 0.3 0.3 0.050
C -2.111567 -1.954378 4.455655 1.1 0.6 0.4 -0.888
O -0.975426 -1.728331 3.562437 -0.6 -1.9 -0.1 -0.175
H -1.706505 -1.656106 5.422049 -0.6 -0.1 0.3 0.294
H -2.956801 -1.327169 4.181819 0.1 0.0 -0.1 0.245
H -2.430602 -2.992955 4.511710 0.2 -0.1 -0.3 0.332
H -1.060811 -0.786466 3.306965 -0.2 0.4 -0.4 0.483
C 2.935767 -0.533356 7.301224 -0.5 1.2 0.6 -0.673
O 2.339986 -1.379796 6.295328 0.2 -0.4 -0.7 -0.424
P 2.579256 -1.077037 4.781510 1.1 2.4 0.7 0.819
O 1.935771 -2.027608 3.848449 -0.4 -1.0 -0.6 -0.430
O 2.098432 0.459551 4.648132 0.2 -2.8 0.2 -0.495
C 1.865967 1.050554 3.361596 -0.5 1.0 0.4 0.354
O 4.166768 -0.997272 4.639802 -0.5 -0.4 0.5 -0.414
C 4.826815 -1.101498 3.381268 -0.2 0.5 -1.2 -0.085
H 2.156173 0.129138 7.679533 -0.1 -0.1 -0.1 0.266
H 3.691804 0.135756 6.895156 0.3 -0.4 -0.1 0.304
H 3.299421 -1.103217 8.151065 0.1 -0.4 -0.4 0.266
H 2.432530 1.974495 3.463951 -0.3 0.1 -0.8 0.417
H 0.788837 1.221511 3.309264 0.1 0.3 -0.1 -0.022
H 2.128103 0.478830 2.473705 0.5 -0.2 0.4 -0.422
H 5.226954 -2.097259 3.196361 -0.3 -0.1 0.2 0.264
H 5.658062 -0.408755 3.251683 0.0 0.1 0.8 0.317
H 4.130324 -0.774854 2.606436 0.1 -0.4 -0.2 -0.236
C 0.191653 2.402577 -2.367290 0.6 -0.5 0.6 0.352
O 0.427526 2.191407 -3.771413 -0.7 -0.9 -1.0 -0.467
P -0.567843 1.251666 -4.582866 0.0 1.6 -1.1 1.064
O -0.541641 -0.181123 -4.185574 0.2 -0.5 0.1 -0.300
O -1.990888 1.934866 -4.407818 1.4 -0.7 -0.4 -0.413
C -3.135337 1.206044 -4.829717 -2.2 0.0 1.0 -0.718
O -0.252743 1.535557 -6.141225 -0.4 -0.4 2.1 -0.385
C 0.963871 1.092998 -6.729972 0.7 -0.2 -0.5 -0.484
H -0.564399 1.719898 -1.979432 -0.5 0.5 -0.1 -0.305
H 0.013780 3.461203 -2.207805 -0.4 -0.2 0.1 0.332
H 1.080549 2.097672 -1.814914 0.3 0.3 -0.2 -0.094
H -3.025357 0.137346 -5.008381 0.7 0.1 -0.2 0.297
H -3.713207 1.682663 -5.620915 0.8 0.1 -0.4 0.357
H -3.827487 1.281704 -3.986522 0.1 -0.2 0.1 0.170
H 0.734429 0.392934 -7.532517 0.0 0.0 0.1 0.271
H 1.644894 0.623578 -6.017903 -0.2 -0.1 0.1 0.103
H 1.485498 1.946033 -7.162372 -0.2 0.1 0.1 0.293
C -3.429372 0.224709 -0.528817 0.5 -0.2 0.6 -0.659
O -4.103133 -0.063155 -1.778490 0.1 -0.1 -0.7 -0.270
P -3.975992 -1.485347 -2.471698 -2.3 1.1 1.0 0.540
O -2.604971 -1.810589 -2.920650 0.4 -1.0 0.3 -0.193
O -4.549754 -2.464645 -1.335074 0.9 0.0 -0.8 -0.236
C -5.861159 -2.285383 -0.796935 -1.3 0.2 0.7 -0.813
O -5.114504 -1.445616 -3.607593 1.6 0.4 1.5 -0.268
C -5.478622 -2.694137 -4.227214 -0.6 0.1 -0.5 -0.796
H -2.699416 -0.547737 -0.289858 -0.1 -0.1 0.0 0.195
H -4.137961 0.320032 0.292164 -0.3 -0.3 -0.2 0.322
H -2.868169 1.159362 -0.526551 -0.2 0.1 -0.8 0.331
H -6.613887 -2.896228 -1.293977 0.4 -0.2 -0.2 0.309
H -6.274389 -1.274701 -0.791352 0.6 0.3 -0.5 0.344
H -5.877843 -2.544311 0.261008 0.5 -0.4 -0.1 0.302
H -5.061409 -3.560177 -3.715591 0.1 0.0 -0.1 0.396
H -5.187152 -2.622938 -5.273536 0.2 -0.3 0.1 0.287
H -6.566211 -2.747404 -4.202269 0.1 -0.1 0.1 0.265
```
Forces are in eV/Å.

E_HOMO (eV): -13.651
Charge: +2
Strongest force on any atom (eV Å⁻¹): 2.8
LUMO (hartree): -0.25393

(2)
Computed, not measured: a cluster of 4 separate species, CH10N2O3 in total at a distorted geometry, with the ωB97M-V functional and the def2-TZVPD basis.

```
16
Properties=species:S:1:pos:R:3:forces:R:3:mulliken_charge:R:1
H 0.033293 3.253503 -0.555897 -0.8 3.0 -0.8 0.200
N -0.169092 2.352841 -0.281547 2.3 -4.2 -1.9 -0.668
C 0.289235 1.622083 -1.321383 -1.2 -1.3 2.8 0.051
N 0.694317 0.286482 -1.116440 -1.5 1.9 3.2 -0.346
H 0.079675 1.909445 -2.378581 1.0 0.0 0.7 0.313
H 1.382626 -0.176678 -1.604364 1.2 -0.7 -2.5 0.251
H 0.898581 -0.026736 -0.120647 -1.0 1.2 -1.4 0.168
O -0.457692 -1.592494 1.469530 -1.0 1.0 0.0 -0.682
H 0.137727 -0.837281 1.785405 -1.7 -0.8 -0.5 0.352
H -1.423785 -1.286849 1.400858 2.5 -0.1 0.4 0.331
O 0.716057 1.038459 2.094217 -1.1 1.8 -0.4 -0.734
H 0.437994 1.673545 1.332147 0.4 -1.2 0.6 0.444
H 0.228517 1.486303 2.821541 0.6 -0.8 -0.3 0.320
O -0.834060 -2.994034 -1.441457 -0.6 1.0 3.3 -0.658
H -1.788602 -3.168086 -1.497732 0.4 -0.1 -0.3 0.305
H -0.792458 -2.650366 -0.446846 0.4 -0.9 -2.9 0.352
```
Forces are in eV/Å.

E_HOMO (eV): -9.545
Strongest force on any atom (eV Å⁻¹): 5.2
LUMO (hartree): 0.02911
SMILES string: [H]/N=C/N.O.O.O